(1)
C7H10KO4 | ωB97M-V with the def2-TZVPD basis set

Values from the calculation:
⟨S²⟩ = 0.754
2S+1 = 2
Electronic energy = -1173.47654 a.u.
LUMO (alpha / beta) = -1.22 / -1.22 eV
Molecular weight = 197.25 g/mol
Frontier orbital gap (alpha / beta) = 4.214 / 4.193 eV
Charge = 0
Highest occupied orbital energy (alpha / beta) = -5.44 / -5.42 eV

Element x y z (Å)
O 1.16268 6.21845 -2.13717
C 1.42425 4.89563 -2.17823
C 1.88469 6.85778 -1.08294
O 1.33105 4.28687 -3.22492
O 2.40242 4.60216 -1.30081
C 2.65853 5.70297 -0.43056
H 1.16135 7.31866 -0.40012
H 2.53970 7.62225 -1.51582
H 2.28344 5.45852 0.56993
H 3.74038 5.87402 -0.39374
H -0.69156 3.52829 -0.88866
C -2.87201 3.73320 -0.52583
C -1.58410 3.07440 -0.21750
C -1.64096 1.58256 -0.20621
C -0.83105 0.80201 0.56520
O -1.01175 -0.44617 0.86958
H -3.65225 3.18863 -1.06097
H -3.10310 4.72209 -0.12474
H -1.23056 3.42167 0.77602
H -2.42207 1.09440 -0.80119
H -0.04372 1.32714 1.14188
K -1.66375 -3.22392 0.55687

Atomic partial charges in e from the Mulliken method, atoms 1 to 6: atom 1 (O): -0.35, atom 2 (C): 0.72, atom 3 (C): -0.24, atom 4 (O): -0.57, atom 5 (O): -0.33, atom 6 (C): -0.24

(2)
C35H31BrF5IrN3O2PSTe | ωB97M-V with the def2-TZVPD basis set

Values from the calculation:
Relative energy (zero: lowest compared OMol25 entry of this formula, charge and spin) = 1.540 eV
2S+1 = 1
Electronic energy = -5851.86001 a.u.
LUMO (alpha / beta) = -7.75 / -7.15 eV
Molecular weight = 1083.40 g/mol
Frontier orbital gap (alpha / beta) = 6.621 / 7.201 eV
Charge = +2
Highest occupied orbital energy (alpha / beta) = -14.37 / -14.35 eV

Element x y z (Å)
Ir 0.23428 -0.06827 1.39324
C -2.43118 -4.75035 0.07242
C -2.31079 -3.58044 1.00311
C -3.15814 -3.39486 2.08936
C -3.00686 -2.30510 2.93648
C -1.98186 -1.43146 2.66827
Br -1.64733 0.11162 3.73294
N -1.13364 -1.60714 1.64654
C -1.30228 -2.64610 0.82018
H -3.21541 -5.43023 0.39649
H -1.49293 -5.30462 0.03798
H -2.66331 -4.41989 -0.94078
H -3.94298 -4.11341 2.28828
H -3.65363 -2.14866 3.78713
H -0.56626 -2.74250 0.03139
N 2.54344 1.13956 -0.72670
P 2.62090 -0.52601 -0.50466
C 4.28128 -1.10362 -0.50822
C 4.92876 -1.30176 0.71463
C 6.24576 -1.72872 0.71261
C 6.90808 -1.94031 -0.48952
C 6.26304 -1.73691 -1.70377
C 4.94272 -1.32397 -1.72001
C 1.63147 -1.28597 -1.75774
C 0.65207 -0.56425 -2.44380
C -0.18377 -1.21885 -3.33304
C -0.04204 -2.58633 -3.53537
C 0.92854 -3.30772 -2.85036
C 1.77002 -2.66284 -1.95823
C 2.12657 2.06744 0.21329
C 2.61653 3.37025 0.10180
C 2.23297 4.32779 1.00885
C 1.34843 3.98572 2.02409
C 0.87989 2.70029 2.06212
N 1.24584 1.74094 1.17718
H 3.11121 1.52997 -1.46666
H 4.41054 -1.13399 1.65131
H 6.75330 -1.90067 1.65162
H 7.93707 -2.27421 -0.48177
H 6.78537 -1.91249 -2.63388
H 4.42810 -1.19390 -2.66503
H 0.55620 0.50386 -2.29004
H -0.93572 -0.66442 -3.87898
H -0.68715 -3.09308 -4.24114
H 1.03396 -4.37120 -3.01594
H 2.51862 -3.22344 -1.41125
H 3.31855 3.60214 -0.68765
H 2.62756 5.33240 0.93495
H 1.03037 4.69909 2.76842
H 0.18952 2.37992 2.82906
F 0.87175 -2.02842 4.94453
Te 1.36888 -2.27093 3.14274
F 2.59709 -0.81061 3.51099
F 0.16897 -3.72749 3.33332
F 1.60547 -3.11999 1.38902
F 2.85723 -3.26884 3.55345
O 2.04968 -0.69871 0.90390
O -1.31304 0.70891 0.34174
S -1.39876 1.94399 -0.59646
C -2.12844 3.22887 0.37013
C -3.14626 2.94667 1.27425
C -3.68926 3.99170 1.99985
C -3.23463 5.29277 1.79747
C -2.22925 5.55835 0.88007
C -1.65750 4.51674 0.16188
C -2.72666 1.46334 -1.66738
C -3.56080 0.40488 -1.34082
C -4.60020 0.10118 -2.20671
C -4.78858 0.84555 -3.36436
C -3.93561 1.89637 -3.67548
C -2.88717 2.21110 -2.82526
H -3.50259 1.93284 1.40486
H -4.47978 3.79952 2.71238
H -3.67618 6.10556 2.35833
H -1.88839 6.57294 0.72474
H -0.85968 4.70442 -0.54675
H -3.39604 -0.17146 -0.43843
H -5.26717 -0.71808 -1.97640
H -5.60394 0.60190 -4.03159
H -4.08224 2.46785 -4.58138
H -2.21259 3.02577 -3.06179

Atomic partial charges in e from the Mulliken method, atoms 1 to 6: atom 1 (Ir): 1.76, atom 2 (C): -1.43, atom 3 (C): 0.39, atom 4 (C): -0.63, atom 5 (C): -0.97, atom 6 (C): 0.30

(3)
C4H5Li2NaO2 | ωB97M-V with the def2-TZVPD basis set

Values from the calculation:
Relative energy (zero: lowest compared OMol25 entry of this formula, charge and spin) = 1.923 eV
2S+1 = 1
Electronic energy = -483.11010 a.u.
LUMO = -0.60 eV
Molecular weight = 121.95 g/mol
Frontier orbital gap = 4.214 eV
Charge = 0
Highest occupied orbital energy = -4.82 eV

Element x y z (Å)
O 1.80752 1.39818 -0.31039
C 1.32772 0.11532 -0.03737
C 0.03013 -0.28369 -1.12148
Na 1.60618 1.94176 -2.43070
Li -1.10190 -2.32496 -1.26789
H -0.51589 0.61928 -1.50058
H 2.04183 -0.72845 -0.12126
C -0.79169 -0.55752 0.14499
C 0.49082 -0.07951 1.21336
O -1.95444 0.11644 0.29691
H -0.99329 -1.58033 0.54341
H 0.85146 -0.75553 2.00956
H 0.27379 0.86224 1.75049
Li -3.07225 1.25679 0.83094

Atomic partial charges in e from the Mulliken method, atoms 1 to 6: atom 1 (O): -1.03, atom 2 (C): 0.49, atom 3 (C): -0.89, atom 4 (Na): 0.90, atom 5 (Li): 0.68, atom 6 (H): -0.07

(4)
C48H61BEuIN6O2S2Sb2Te | ωB97M-V with the def2-TZVPD basis set

Values from the calculation:
⟨S²⟩ = 12.027
2S+1 = 7
Electronic energy = -4922.52897 a.u.
LUMO (alpha / beta) = -1.07 / 0.34 eV
Molecular weight = 1478.99 g/mol
Frontier orbital gap (alpha / beta) = 5.764 / 7.187 eV
Charge = 0
Highest occupied orbital energy (alpha / beta) = -6.83 / -6.84 eV

Element x y z (Å)
Eu -1.14425 -2.17086 0.13745
C 3.35593 -0.38675 3.94395
C 3.69306 -1.52450 2.99929
C 4.81256 -2.34761 2.98897
C 4.59853 -3.30668 1.97185
C 5.41869 -4.39228 1.39202
N 3.38909 -2.99710 1.44139
N 2.84737 -1.91978 2.06854
B 2.40485 -3.69912 0.45963
N 2.05393 -2.59126 -0.53322
N 0.82425 -2.58206 -1.12717
C 0.94962 -1.79538 -2.23594
C -0.18828 -1.63630 -3.17029
C 2.27714 -1.32899 -2.31769
C 2.93793 -1.83903 -1.21366
C 4.39961 -1.96157 -0.91383
N 1.22641 -4.21072 1.44531
N -0.05836 -3.87062 1.43195
C -0.72084 -4.82633 2.08741
C -2.14925 -4.71680 2.42589
C 0.17517 -5.82699 2.48557
C 1.39704 -5.41306 2.07229
C 2.68196 -6.15162 2.11121
H 4.16946 -0.39535 4.67977
H 2.36434 -0.55270 4.33225
H 3.42462 0.63903 3.49817
H 5.68703 -2.22093 3.57154
H 4.93994 -4.89276 0.54882
H 5.52570 -5.16276 2.12048
H 6.38862 -3.94962 1.02526
H 2.90873 -4.63320 -0.10033
H 0.06476 -2.14147 -4.12973
H -0.55983 -0.59213 -3.37325
H -1.06195 -2.19059 -2.80730
H 2.59987 -0.60594 -3.07382
H 4.92211 -1.47332 -1.71248
H 4.74492 -3.04220 -0.82547
H 4.69998 -1.46880 0.03363
H -2.33248 -4.12406 3.30850
H -2.58682 -5.70620 2.51905
H -2.68521 -4.22646 1.59657
H -0.09911 -6.72736 3.01069
H 2.54025 -6.95174 2.84666
H 3.53855 -5.59273 2.40735
H 2.87988 -6.52181 1.14942
C 0.73631 4.14487 1.70069
C -0.57747 4.91457 1.40523
C -1.91299 4.31205 1.78522
Sb -2.68209 2.90234 0.25012
C -4.67644 2.67591 1.11533
C -5.66026 1.95450 0.38422
C -6.81559 1.59075 0.98839
C -7.03750 1.84749 2.32753
C -6.16271 2.59312 3.04509
C -4.92123 2.98459 2.44950
C -3.31226 4.38712 -1.09180
C -2.95426 4.31320 -2.44254
C -3.44665 5.20935 -3.36857
C -4.35556 6.16435 -2.94665
C -4.71613 6.30988 -1.58344
C -4.09319 5.44284 -0.67645
Sb 1.48336 2.72133 0.17813
C 3.51891 2.91543 0.77912
C 4.28623 4.10645 0.90760
C 5.58310 4.13167 1.40244
C 6.20864 2.92383 1.64882
C 5.56648 1.71140 1.38843
C 4.21178 1.68600 1.05897
C 1.16825 3.95095 -1.49245
C 1.04143 5.33479 -1.52275
C 0.47529 6.02370 -2.60837
C 0.16277 5.30916 -3.73085
C 0.32232 3.95418 -3.73803
C 0.86857 3.27220 -2.66421
H 0.64445 3.63945 2.63355
H 1.56649 4.83631 1.91250
H -0.61216 5.17274 0.35000
H -0.48255 5.92083 1.86492
H -1.95898 3.72295 2.73546
H -2.66967 5.11073 1.89520
H -5.48980 1.79665 -0.66413
H -7.52169 1.01888 0.48367
H -7.97187 1.43412 2.72556
H -6.27850 2.82166 4.09922
H -4.21769 3.61726 2.97635
H -2.34540 3.45958 -2.78281
H -3.16700 5.16666 -4.39078
H -4.72182 6.93215 -3.69000
H -5.33205 7.13421 -1.31243
H -4.37401 5.45295 0.38727
H 3.89724 5.08186 0.67800
H 6.16804 5.06242 1.41904
H 7.23013 2.90569 1.95122
H 6.09879 0.81158 1.73093
H 3.60450 0.72243 1.17388
H 1.23618 5.96162 -0.63418
H 0.35858 7.07859 -2.55142
H -0.27178 5.71699 -4.61954
H 0.10758 3.39789 -4.62998
H 0.89574 2.15984 -2.67600
O 0.37855 -0.84943 1.51837
H 1.27054 -1.24045 1.85603
H -0.13334 -0.47820 2.27630
I -3.17610 -1.18701 2.32861
O -0.75370 0.10753 -1.02149
H -1.29428 0.80250 -0.61363
H 0.16840 0.39846 -0.77462
Te -2.70589 -4.46389 -1.52236
C -1.11261 -5.82058 -2.02299
C -0.67722 -6.16132 -3.27353
C 0.43255 -7.11549 -3.21501
C 0.81127 -7.45566 -1.97069
S -0.24057 -6.72092 -0.82031
H -1.09186 -5.67671 -4.12758
H 1.01550 -7.39126 -4.09467
H 1.64087 -8.05882 -1.64918
C -5.08446 -1.43270 -1.04667
S -3.46059 -0.78421 -1.47316
C -3.45149 -0.88791 -3.26782
H -5.17708 -2.51373 -0.93764
H -5.86118 -1.11243 -1.72939
H -5.33550 -1.07868 -0.01864
H -2.39811 -0.68752 -3.55948
H -4.07345 -0.19237 -3.80200
H -3.64767 -1.89485 -3.62933

Atomic partial charges in e from the Mulliken method, atoms 1 to 6: atom 1 (Eu): 0.42, atom 2 (C): -1.28, atom 3 (C): 0.13, atom 4 (C): -1.72, atom 5 (C): 1.05, atom 6 (C): -1.60

(5)
C17H20N6O2 | ωB97M-V with the def2-TZVPD basis set

Values from the calculation:
Relative energy (zero: lowest compared OMol25 entry of this formula, charge and spin) = 1.805 eV
2S+1 = 1
Electronic energy = -1138.81025 a.u.
LUMO = 0.51 eV
SMILES = COc1cccc(O[C@@H](C)c2ccnc3nc(/N=C/N(C)C)nn23)c1
Molecular weight = 340.39 g/mol
Frontier orbital gap = 8.569 eV
Charge = 0
Highest occupied orbital energy = -8.05 eV

Element x y z (Å)
C 7.30948 -0.17653 0.27813
O 6.58245 -0.77630 -0.76632
C 5.22354 -0.77099 -0.69883
C 4.55651 -1.39060 -1.75911
C 3.18102 -1.43257 -1.77010
C 2.43455 -0.86717 -0.74599
C 3.09364 -0.25064 0.30710
O 2.48941 0.34580 1.37792
C 1.08095 0.33553 1.46158
C 0.70062 0.86749 2.84454
C 0.44180 1.19644 0.40183
C 1.05727 2.22770 -0.27093
C 0.32093 2.95182 -1.21775
N -0.93456 2.71729 -1.51230
C -1.53019 1.73100 -0.86536
N -2.75672 1.27809 -0.95336
C -2.80498 0.25896 -0.05874
N -3.89068 -0.50333 0.19798
C -4.96129 -0.29216 -0.49109
N -6.07276 -0.99259 -0.28682
C -7.27153 -0.77620 -1.04869
C -6.12469 -2.01848 0.72377
N -1.66010 0.04593 0.59676
N -0.84253 0.96419 0.10154
C 4.48829 -0.20330 0.32859
H 8.35911 -0.30462 0.01809
H 7.08541 0.89173 0.36216
H 7.11169 -0.66539 1.23740
H 5.14068 -1.82659 -2.55274
H 2.66776 -1.91194 -2.58994
H 1.35862 -0.91731 -0.78885
H 0.68910 -0.68773 1.35821
H 1.04551 1.89254 2.95561
H 1.16856 0.25375 3.60878
H -0.37858 0.82688 2.96070
H 2.08956 2.45922 -0.07024
H 0.78123 3.76440 -1.76258
H -5.01342 0.46541 -1.27717
H -7.11651 0.01734 -1.77631
H -8.09563 -0.49353 -0.38737
H -7.55576 -1.69059 -1.57748
H -6.88820 -1.77983 1.46763
H -5.14812 -2.06507 1.19897
H -6.36379 -2.98360 0.27155
H 4.95236 0.28557 1.16924

Atomic partial charges in e from the Mulliken method, atoms 1 to 6: atom 1 (C): -0.79, atom 2 (O): -0.41, atom 3 (C): 0.70, atom 4 (C): -0.71, atom 5 (C): -0.80, atom 6 (C): -0.52